(1)
ORCA calculation (wB97M-V/def2-TZVPD) on a molecular structure, C28H38CuN6O3S5.

LUMO energy (spin up / spin down)	0.365 / -1.051	eV
HOMO (spin up / spin down)	-6.824 / -6.848	eV

The geometry in ORCA input format:
```
! wB97M-V def2-TZVPD RIJCOSX def2/J DEFGRID3
* xyz 0 2
Cu -0.1413 2.4575 -1.3611
C -3.0470 1.0485 -0.9324
N -2.6937 1.3330 0.5079
C -3.8106 1.9468 1.2290
C -1.4236 1.4198 1.0177
N -0.4033 0.9398 0.3685
C 0.8510 0.7697 0.9653
C 1.0430 0.2170 2.2303
C 2.3169 -0.0427 2.7197
C 3.4236 0.2625 1.9389
C 3.2462 0.8129 0.6764
C 1.9717 1.0528 0.1641
N 1.7607 1.6737 -1.0774
C 2.6013 1.4328 -2.0541
N 3.1274 0.1880 -2.2791
C 2.3787 -0.9917 -1.8916
C 4.4953 -0.0302 -2.7012
N 2.9611 2.4321 -2.8971
C 3.2084 2.2207 -4.3140
C 2.7061 3.8141 -2.5148
N -1.3147 2.1013 2.2333
C -1.8951 1.5892 3.4555
C -0.2570 3.0812 2.4084
H -3.7796 0.2361 -0.9142
H -1.5798 -0.1192 -1.4703
H -3.0528 2.8777 -1.5225
H -4.6754 1.9434 0.5759
H -3.5931 2.9831 1.4914
H -4.0653 1.3929 2.1326
H 0.1712 -0.0177 2.8297
H 2.4431 -0.4715 3.7070
H 4.4250 0.0881 2.3135
H 4.1152 1.0787 0.0824
H 1.3380 -0.7210 -1.7312
H 2.7818 -1.4466 -0.9806
H 2.4213 -1.7237 -2.7026
H 5.0068 0.9215 -2.8223
H 4.5481 -0.5809 -3.6462
H 5.0251 -0.6126 -1.9387
H 3.1549 1.1633 -4.5535
H 4.1929 2.6033 -4.5957
H 2.4482 2.7434 -4.9009
H 2.7510 3.9060 -1.4336
H 1.7226 4.1509 -2.8476
H 3.4762 4.4409 -2.9687
H -2.4532 0.6744 3.2662
H -2.5608 2.3188 3.9283
H -1.0970 1.3459 4.1687
H 0.1197 3.3999 1.4364
H 0.5766 2.6965 3.0050
H -0.6730 3.9581 2.9126
S -0.2973 2.2178 -3.8569
S -1.0483 3.9048 -4.4554
S -0.9402 5.3074 -2.9184
S -1.3032 4.3541 -1.1429
O -1.0919 -1.8357 -1.2390
S -0.4581 -2.1839 0.0776
C -0.2706 -3.9650 0.0401
C 0.5889 -4.5659 0.9470
C 0.7300 -5.9463 0.9262
C 0.0285 -6.7012 -0.0052
C -0.8107 -6.0806 -0.9218
C -0.9644 -4.7013 -0.9064
C -1.7808 -2.1310 1.2889
C -3.0861 -2.0090 0.8451
C -4.1105 -1.9407 1.7803
C -3.8216 -2.0027 3.1371
C -2.5062 -2.1335 3.5671
C -1.4749 -2.1901 2.6408
H 1.1484 -3.9636 1.6558
H 1.3965 -6.4311 1.6289
H 0.1453 -7.7778 -0.0227
H -1.3462 -6.6720 -1.6544
H -1.5990 -4.1887 -1.6187
H -3.2820 -1.9613 -0.2197
H -5.1369 -1.8387 1.4478
H -4.6238 -1.9489 3.8633
H -2.2819 -2.1802 4.6261
H -0.4445 -2.2813 2.9674
O -1.9558 0.7484 -1.7169
O -3.6955 2.1395 -1.4746
*
```

The molecule's Löwdin atomic charges, reported in e, are given here: number 1, Cu, carries -0.150; number 2, C, carries -0.453; number 3, N, carries 0.018; number 4, C, carries -0.033; number 5, C, carries -0.340; number 6, N, carries 0.107; number 7, C, carries -0.249; number 8, C, carries -0.065; number 9, C, carries -0.095; number 10, C, carries -0.095; number 11, C, carries -0.029; number 12, C, carries -0.219; number 13, N, carries 0.077; number 14, C, carries -0.402; number 15, N, carries -0.148; number 16, C, carries -0.037; number 17, C, carries -0.060; number 18, N, carries -0.139; number 19, C, carries -0.066; number 20, C, carries -0.043; number 21, N, carries -0.162; number 22, C, carries -0.074; number 23, C, carries -0.047; number 24, H, carries 0.150; number 25, H, carries 0.045; number 26, H, carries -0.001; number 27, H, carries 0.091; number 28, H, carries 0.102; number 29, H, carries 0.070; number 30, H, carries 0.087; number 31, H, carries 0.098; number 32, H, carries 0.097; number 33, H, carries 0.114; number 34, H, carries 0.073; number 35, H, carries 0.093; number 36, H, carries 0.098; number 37, H, carries 0.088; number 38, H, carries 0.090; number 39, H, carries 0.091; number 40, H, carries 0.084; number 41, H, carries 0.092; number 42, H, carries 0.071; number 43, H, carries 0.094; number 44, H, carries 0.032; number 45, H, carries 0.094; number 46, H, carries 0.067; number 47, H, carries 0.092; number 48, H, carries 0.088; number 49, H, carries 0.070; number 50, H, carries 0.084; number 51, H, carries 0.094; number 52, S, carries 0.207; number 53, S, carries 0.004; number 54, S, carries -0.040; number 55, S, carries 0.122; number 56, O, carries -0.500; number 57, S, carries 1.028; number 58, C, carries -0.366; number 59, C, carries -0.084; number 60, C, carries -0.077; number 61, C, carries -0.080; number 62, C, carries -0.068; number 63, C, carries -0.061; number 64, C, carries -0.356; number 65, C, carries -0.068; number 66, C, carries -0.065; number 67, C, carries -0.082; number 68, C, carries -0.082; number 69, C, carries -0.093; number 70, H, carries 0.109; number 71, H, carries 0.106; number 72, H, carries 0.105; number 73, H, carries 0.107; number 74, H, carries 0.112; number 75, H, carries 0.110; number 76, H, carries 0.111; number 77, H, carries 0.106; number 78, H, carries 0.110; number 79, H, carries 0.106; number 80, O, carries -0.060; number 81, O, carries -0.005

=====

(2)
ORCA calculation (wB97M-V/def2-TZVPD) on a molecular structure, C28H38CuN6O3S5.

LUMO energy (spin up / spin down)	0.384 / -0.981	eV
HOMO (spin up / spin down)	-6.679 / -6.821	eV

The geometry in ORCA input format:
```
! wB97M-V def2-TZVPD RIJCOSX def2/J DEFGRID3
* xyz 0 2
Cu 0.1697 1.4330 -0.7838
C -2.9949 0.1349 -0.1715
N -2.5391 0.6021 1.1798
C -3.5861 1.3470 1.8860
C -1.2861 0.5376 1.6998
N -0.2513 0.1684 0.9902
C 0.9465 -0.2282 1.6161
C 1.0097 -0.9342 2.8174
C 2.2141 -1.3976 3.3292
C 3.3951 -1.1504 2.6422
C 3.3520 -0.4455 1.4484
C 2.1443 0.0013 0.9138
N 2.0953 0.7611 -0.2590
C 2.8105 0.4165 -1.2974
N 3.1143 -0.8829 -1.6280
C 2.2198 -1.9631 -1.2517
C 4.4283 -1.2738 -2.0983
N 3.2282 1.3806 -2.1581
C 3.3201 1.1491 -3.5929
C 3.0983 2.7736 -1.7595
N -1.1856 1.0109 3.0030
C -1.8673 0.3669 4.1047
C -0.0960 1.8978 3.3655
H -3.8358 -0.5437 0.0158
H -1.6496 -1.2554 -0.5438
H -2.7751 1.8488 -0.9844
H -4.4159 1.4873 1.2033
H -3.2209 2.3314 2.1771
H -3.9485 0.8232 2.7703
H 0.0922 -1.1447 3.3497
H 2.2272 -1.9412 4.2671
H 4.3447 -1.4871 3.0396
H 4.2698 -0.2219 0.9145
H 1.2162 -1.5676 -1.0953
H 2.5451 -2.4798 -0.3430
H 2.1780 -2.6837 -2.0718
H 5.0627 -0.3985 -2.2037
H 4.3724 -1.7869 -3.0630
H 4.8915 -1.9539 -1.3747
H 2.9767 0.1469 -3.8310
H 4.3467 1.2720 -3.9508
H 2.6784 1.8615 -4.1134
H 3.2510 2.8607 -0.6879
H 2.1057 3.1646 -2.0047
H 3.8552 3.3553 -2.2876
H -2.4718 -0.4661 3.7487
H -2.5111 1.0651 4.6497
H -1.1288 -0.0337 4.8098
H 0.3454 2.3290 2.4679
H 0.6878 1.3872 3.9338
H -0.4969 2.7123 3.9751
S -0.1583 1.3180 -3.0828
S -0.5851 3.1505 -3.6699
S -0.8641 4.4452 -2.0360
S -0.9786 3.3681 -0.3519
O -1.0055 -2.9948 -0.4513
S -0.3451 -3.2505 0.8716
C 0.0572 -4.9897 0.9310
C 1.1353 -5.3742 1.7097
C 1.4605 -6.7243 1.7863
C 0.7204 -7.6539 1.0731
C -0.3466 -7.2471 0.2755
C -0.6850 -5.9071 0.2000
C -1.6946 -3.3016 2.0656
C -2.9695 -3.0246 1.6053
C -4.0286 -3.0234 2.5087
C -3.7991 -3.2919 3.8494
C -2.5095 -3.5632 4.2978
C -1.4495 -3.5688 3.4068
H 1.7132 -4.6256 2.2428
H 2.2997 -7.0445 2.3908
H 0.9807 -8.7035 1.1268
H -0.9118 -7.9788 -0.2876
H -1.5010 -5.5626 -0.4240
H -3.1203 -2.8197 0.5518
H -5.0313 -2.8105 2.1585
H -4.6235 -3.2873 4.5514
H -2.3330 -3.7710 5.3460
H -0.4409 -3.7813 3.7468
O -2.0221 -0.4458 -0.9375
O -3.5067 1.2142 -0.8674
*
```

The molecule's Löwdin atomic charges, reported in e, are given here: number 1, Cu, carries -0.195; number 2, C, carries -0.467; number 3, N, carries 0.016; number 4, C, carries -0.025; number 5, C, carries -0.360; number 6, N, carries 0.112; number 7, C, carries -0.241; number 8, C, carries -0.084; number 9, C, carries -0.102; number 10, C, carries -0.096; number 11, C, carries -0.030; number 12, C, carries -0.225; number 13, N, carries 0.081; number 14, C, carries -0.400; number 15, N, carries -0.146; number 16, C, carries -0.040; number 17, C, carries -0.058; number 18, N, carries -0.138; number 19, C, carries -0.071; number 20, C, carries -0.043; number 21, N, carries -0.169; number 22, C, carries -0.071; number 23, C, carries -0.040; number 24, H, carries 0.152; number 25, H, carries 0.040; number 26, H, carries 0.016; number 27, H, carries 0.091; number 28, H, carries 0.101; number 29, H, carries 0.072; number 30, H, carries 0.086; number 31, H, carries 0.099; number 32, H, carries 0.097; number 33, H, carries 0.115; number 34, H, carries 0.077; number 35, H, carries 0.086; number 36, H, carries 0.100; number 37, H, carries 0.087; number 38, H, carries 0.089; number 39, H, carries 0.090; number 40, H, carries 0.084; number 41, H, carries 0.089; number 42, H, carries 0.072; number 43, H, carries 0.092; number 44, H, carries 0.055; number 45, H, carries 0.093; number 46, H, carries 0.078; number 47, H, carries 0.091; number 48, H, carries 0.088; number 49, H, carries 0.088; number 50, H, carries 0.085; number 51, H, carries 0.094; number 52, S, carries 0.183; number 53, S, carries -0.008; number 54, S, carries -0.035; number 55, S, carries 0.107; number 56, O, carries -0.493; number 57, S, carries 1.021; number 58, C, carries -0.374; number 59, C, carries -0.086; number 60, C, carries -0.074; number 61, C, carries -0.077; number 62, C, carries -0.067; number 63, C, carries -0.057; number 64, C, carries -0.352; number 65, C, carries -0.070; number 66, C, carries -0.066; number 67, C, carries -0.083; number 68, C, carries -0.077; number 69, C, carries -0.085; number 70, H, carries 0.107; number 71, H, carries 0.106; number 72, H, carries 0.105; number 73, H, carries 0.108; number 74, H, carries 0.117; number 75, H, carries 0.106; number 76, H, carries 0.110; number 77, H, carries 0.106; number 78, H, carries 0.108; number 79, H, carries 0.111; number 80, O, carries -0.008; number 81, O, carries 0.002

=====

Which structure loses on stability? (1) does.

=====

(1)
ORCA calculation (wB97M-V/def2-TZVPD) on a gas-phase ion, C9H15N4 (charge +1).

SMILES string	[NH2+]=c1[nH]cc([C@@]23C[C@@H]2CCCN3)[nH]1
LUMO energy	-2.705	eV
HOMO	-12.227	eV

The geometry in ORCA input format:
```
! wB97M-V def2-TZVPD RIJCOSX def2/J DEFGRID3
* xyz 1 1
N -4.1697 -1.3574 0.2333
C -3.1757 -0.4363 0.1593
N -3.3173 0.9311 0.3043
C -2.1402 1.5701 0.1410
C -1.2416 0.6252 -0.2602
C 0.5653 0.4121 -0.5499
C 1.3438 1.5554 -0.9770
C 1.4491 1.1641 0.4944
C 2.6351 0.4596 0.9744
C 2.9624 -0.7296 0.1228
C 1.7237 -1.5784 0.0957
N 0.7335 -0.9420 -0.6727
N -1.9234 -0.6310 -0.2549
H -5.0221 -0.9165 0.2637
H -4.0554 -2.2562 -0.3786
H -4.1199 1.4117 0.6463
H -2.2485 2.6536 0.2967
H 0.8211 2.4792 -1.3196
H 2.1262 1.4130 -1.5662
H 0.9853 1.7803 1.1736
H 2.6038 0.1891 2.0998
H 3.4404 1.1549 0.8292
H 3.4242 -0.4070 -0.8857
H 3.7868 -1.4222 0.5555
H 1.9047 -2.5299 -0.4688
H 1.4459 -1.9097 1.0972
H 0.6866 -1.2878 -1.6813
H -1.2240 -1.3955 -0.4726
*
```

The molecule's Löwdin atomic charges, reported in e, are given here: number 1, N, carries 0.175; number 2, C, carries -0.327; number 3, N, carries 0.112; number 4, C, carries -0.056; number 5, C, carries -0.010; number 6, C, carries -0.276; number 7, C, carries -0.017; number 8, C, carries -0.166; number 9, C, carries -0.195; number 10, C, carries -0.196; number 11, C, carries -0.230; number 12, N, carries -0.056; number 13, N, carries 0.154; number 14, H, carries 0.073; number 15, H, carries 0.188; number 16, H, carries 0.164; number 17, H, carries 0.144; number 18, H, carries 0.141; number 19, H, carries 0.065; number 20, H, carries 0.114; number 21, H, carries 0.160; number 22, H, carries 0.115; number 23, H, carries 0.148; number 24, H, carries 0.148; number 25, H, carries 0.140; number 26, H, carries 0.131; number 27, H, carries 0.184; number 28, H, carries 0.174

=====

(2)
ORCA calculation (wB97M-V/def2-TZVPD) on a gas-phase ion, C9H15N4 (charge +1).

SMILES string	N[C@]1(c2ccncc2)C[NH2+]CCN1
LUMO energy	-3.305	eV
HOMO	-12.529	eV

The geometry in ORCA input format:
```
! wB97M-V def2-TZVPD RIJCOSX def2/J DEFGRID3
* xyz 1 1
N 0.0308 -2.1185 1.2807
C -0.0494 -0.8201 0.4410
C 1.3310 -0.2595 0.1391
C 2.0207 0.6419 0.9714
C 3.3012 1.0995 0.5893
N 3.9454 0.5475 -0.3869
C 3.3835 -0.3982 -1.0927
C 2.0513 -0.7637 -0.9762
C -1.0296 0.1480 1.2985
N -1.3183 1.3157 0.4796
C -1.8894 0.9654 -0.8721
C -1.0079 -0.0678 -1.5783
N -0.7209 -1.2461 -0.7515
H 0.4727 -2.0521 2.1664
H 0.1038 -2.9958 0.7232
H 1.5437 0.9419 1.8849
H 3.7658 1.9132 1.1042
H 3.9810 -0.8322 -1.7562
H 1.6796 -1.5551 -1.6043
H -1.8818 -0.3506 1.4579
H -0.4503 0.3277 2.1521
H -0.5716 1.9223 0.1816
H -1.8833 2.0783 0.8081
H -2.0118 1.9148 -1.6089
H -2.9396 0.5141 -0.9173
H -1.2864 -0.4750 -2.4686
H -0.1212 0.5234 -1.7850
H -1.4598 -1.9117 -0.5012
*
```

The molecule's Löwdin atomic charges, reported in e, are given here: number 1, N, carries 0.104; number 2, C, carries -0.441; number 3, C, carries -0.162; number 4, C, carries -0.005; number 5, C, carries -0.124; number 6, N, carries 0.083; number 7, C, carries -0.110; number 8, C, carries 0.010; number 9, C, carries -0.019; number 10, N, carries 0.082; number 11, C, carries -0.100; number 12, C, carries -0.173; number 13, N, carries 0.003; number 14, H, carries 0.069; number 15, H, carries 0.112; number 16, H, carries 0.095; number 17, H, carries 0.109; number 18, H, carries 0.076; number 19, H, carries 0.118; number 20, H, carries 0.099; number 21, H, carries 0.111; number 22, H, carries 0.171; number 23, H, carries 0.181; number 24, H, carries 0.189; number 25, H, carries 0.155; number 26, H, carries 0.104; number 27, H, carries 0.118; number 28, H, carries 0.144

=====

Which structure loses on stability? (1) does.

=====

(1)
ORCA calculation (wB97M-V/def2-TZVPD) on a molecular structure, CHBr3.

LUMO energy	0.141	eV
HOMO	-10.294	eV

The geometry in ORCA input format:
```
! wB97M-V def2-TZVPD RIJCOSX def2/J DEFGRID3
* xyz 0 1
C 0.0143 -0.1027 0.0276
Br -1.4203 -0.3941 -1.1673
Br -0.6181 0.9836 1.4277
Br 1.6100 0.4452 -0.8782
H 0.4140 -0.9321 0.5901
*
```

The molecule's Löwdin atomic charges, reported in e, are given here: number 1, C, carries -1.734; number 2, Br, carries 0.595; number 3, Br, carries 0.597; number 4, Br, carries 0.583; number 5, H, carries -0.041

=====

(2)
ORCA calculation (wB97M-V/def2-TZVPD) on a molecular structure, CHBr3.

LUMO energy	0.016	eV
HOMO	-10.348	eV

The geometry in ORCA input format:
```
! wB97M-V def2-TZVPD RIJCOSX def2/J DEFGRID3
* xyz 0 1
C -13.0765 -32.9632 -7.3119
Br -12.8479 -31.3181 -6.3481
Br -11.8035 -33.1379 -8.7331
Br -14.8871 -33.1585 -7.9436
H -12.8755 -33.7577 -6.6091
*
```

The molecule's Löwdin atomic charges, reported in e, are given here: number 1, C, carries -1.668; number 2, Br, carries 0.567; number 3, Br, carries 0.572; number 4, Br, carries 0.563; number 5, H, carries -0.033

=====

Which structure loses on stability? (1) does.